DFT (the ωB97M-V functional and the def2-TZVPD basis) results for a gas-phase ion, C8H21B2INO2 (charge -1) in a non-equilibrium geometry.

The geometry in ORCA input format:
```
! RIJCOSX wB97M-V def2-TZVPD def2/J DEFGRID3
* xyz -1 1
C 3.99 -0.50 1.22
C 3.04 0.64 0.45
C 2.60 0.19 -1.07
C 1.59 -1.09 -1.08
B -0.02 -0.71 -1.08
I -0.70 -0.96 -3.18
N -0.34 0.72 -0.68
C -1.78 0.91 -0.29
C -2.07 2.55 -0.41
C -2.31 3.22 1.10
B -0.79 -1.88 -0.20
O -0.47 -2.23 1.22
O -1.85 -2.66 -0.86
C -3.05 -2.76 0.05
H 3.67 -1.59 0.97
H 3.77 -0.33 2.39
H 5.10 -0.23 1.00
H 3.64 1.66 0.36
H 2.12 0.81 1.19
H 2.23 1.11 -1.75
H 3.61 -0.17 -1.60
H 1.79 -1.76 -0.14
H 1.81 -1.72 -2.05
H 0.22 1.04 0.14
H -2.01 0.66 0.86
H -2.56 0.41 -1.02
H -1.12 3.06 -0.91
H -3.04 2.79 -1.02
H -2.89 4.26 1.03
H -1.28 3.47 1.65
H -2.88 2.49 1.83
H 0.03 -3.11 1.12
H -3.98 -3.12 -0.61
H -3.20 -1.65 0.46
H -2.89 -3.52 0.92
*
```

DFT (the ωB97M-V functional and the def2-TZVPD basis) results for 3 unconnected molecules or ions with the total composition C8H21BFN3O7PS in a non-equilibrium geometry.

The geometry in ORCA input format:
```
! RIJCOSX wB97M-V def2-TZVPD def2/J DEFGRID3
* xyz -1 1
N 4.15 0.28 -0.52
P 2.87 0.34 -1.70
O 3.26 -0.72 -2.90
C 1.43 -0.48 -0.81
O 1.00 -1.53 -1.64
B -0.27 -1.91 -0.95
O -0.96 -0.56 -0.94
C 0.05 0.30 -0.65
S -0.18 1.94 -1.44
O 0.41 2.09 -2.73
O -1.57 2.22 -1.50
F 0.43 2.96 -0.39
H 4.22 1.22 -0.16
H 5.04 -0.03 -0.90
H 2.63 -0.61 -3.62
H 1.79 -0.93 0.12
H -0.73 -2.79 -1.60
H 0.00 -2.19 0.23
H -0.08 0.52 0.42
C 3.29 3.18 3.18
O 2.79 2.14 2.82
N 2.70 4.39 3.12
C 3.36 5.59 3.57
C 1.35 4.48 2.58
H 4.31 3.23 3.60
H 2.78 6.06 4.37
H 3.45 6.30 2.74
H 4.36 5.36 3.94
H 0.67 3.87 3.17
H 1.34 4.11 1.55
H 1.02 5.52 2.59
C -3.11 -4.28 -1.55
O -2.35 -3.83 -0.73
N -4.44 -4.51 -1.34
C -5.30 -5.04 -2.36
C -4.99 -4.21 -0.03
H -2.79 -4.53 -2.58
H -6.11 -4.34 -2.57
H -5.73 -5.99 -2.03
H -4.74 -5.21 -3.28
H -4.84 -3.15 0.20
H -4.47 -4.80 0.73
H -6.05 -4.45 -0.01
*
```

DFT (the ωB97M-V functional and the def2-TZVPD basis) results for 3 unconnected molecules or ions with the total composition C8H21BN2O2 in a non-equilibrium geometry.

Energy relative to the best compared isomer or geometry (same formula, charge and spin) (eV): 0.000
SMILES: CN(C)C=O.CN(C)C=O.CBC

The geometry in ORCA input format:
```
! RIJCOSX wB97M-V def2-TZVPD def2/J DEFGRID3
* xyz 0 1
C 1.26 -1.47 -2.01
N 0.78 -1.90 -0.71
C 1.31 -3.12 -0.13
C -0.14 -1.20 -0.01
O -0.57 -1.52 1.08
H 1.04 -2.24 -2.75
H 2.34 -1.31 -1.97
H 0.77 -0.54 -2.32
H 0.50 -3.82 0.05
H 1.79 -2.89 0.83
H 2.04 -3.56 -0.80
H -0.48 -0.30 -0.53
C -3.94 2.49 -1.47
N -2.80 2.07 -2.25
C -2.71 2.47 -3.65
C -1.81 1.32 -1.73
O -0.83 0.94 -2.35
H -4.86 2.10 -1.92
H -3.99 3.58 -1.44
H -3.86 2.11 -0.45
H -2.67 1.59 -4.28
H -1.80 3.06 -3.81
H -3.58 3.07 -3.92
H -1.97 1.07 -0.67
C 3.78 -0.30 3.57
B 2.42 0.34 4.14
C 1.05 -0.37 3.72
H 4.15 -1.06 4.26
H 4.52 0.47 3.35
H 3.53 -0.82 2.63
H 2.48 1.31 4.82
H 1.24 -1.38 3.34
H 0.31 -0.40 4.52
H 0.68 0.21 2.86
*
```

DFT (the ωB97M-V functional and the def2-TZVPD basis) results for a molecular structure, C8H21BrFN7O7S in a non-equilibrium geometry.

The geometry in ORCA input format:
```
! RIJCOSX wB97M-V def2-TZVPD def2/J DEFGRID3
* xyz 0 1
O 0.28 -2.36 -0.94
C 0.79 -1.69 -0.07
O 1.44 -0.52 -0.31
C 0.68 0.43 -1.07
C 0.00 1.48 -0.18
C -1.29 1.95 -0.84
C -2.47 1.00 -0.62
N -3.71 1.81 -0.41
Br -3.79 2.48 1.33
S -5.16 0.99 -0.78
O -5.79 0.48 0.39
O -5.92 1.84 -1.63
F -4.67 -0.20 -1.62
H 0.77 -2.02 0.98
H -0.04 -0.03 -1.73
H 1.39 0.95 -1.70
H 0.64 2.35 -0.05
H -0.21 1.08 0.80
H -1.16 2.13 -1.90
H -1.55 2.92 -0.41
H -2.59 0.40 -1.52
H -2.31 0.36 0.24
C 3.87 1.58 1.91
O 3.82 2.15 0.83
N 4.77 1.95 2.89
N 3.05 0.54 2.24
H 4.83 1.50 3.78
H 5.39 2.71 2.68
H 2.38 0.25 1.54
H 3.08 0.07 3.12
C 0.07 -3.31 3.71
O 0.03 -2.76 2.62
N 0.99 -3.00 4.67
N -0.82 -4.30 4.04
H 1.03 -3.45 5.56
H 1.65 -2.28 4.45
H -1.50 -4.55 3.36
H -0.81 -4.77 4.92
C 0.04 0.29 -4.63
O -0.71 0.45 -3.68
N 0.63 1.35 -5.27
N 0.34 -0.94 -5.13
H 1.24 1.24 -6.06
H 0.43 2.26 -4.93
H -0.08 -1.73 -4.67
H 0.95 -1.10 -5.91
*
```

DFT (the ωB97M-V functional and the def2-TZVPD basis) results for a molecular structure, C8H21ClIOP2Ti in a non-equilibrium geometry.

Energy relative to the best compared isomer or geometry (same formula, charge and spin) (eV): 0.000

The geometry in ORCA input format:
```
! RIJCOSX wB97M-V def2-TZVPD def2/J DEFGRID3
* xyz 2 2
C 1.04 -1.97 0.22
I -1.37 -2.40 -1.62
H 0.97 -3.07 0.22
H 1.02 -1.67 1.28
H 2.02 -1.69 -0.18
Ti -0.41 -0.42 -0.23
P -1.38 -0.33 2.13
C -0.22 0.23 3.40
C -2.95 0.47 2.59
H -3.33 0.05 3.53
H -2.08 -2.09 3.64
H -3.66 0.24 1.78
H -2.44 -2.48 1.90
H -0.23 1.32 3.48
H -2.82 1.55 2.70
C -1.70 -2.08 2.61
H -0.46 -0.24 4.36
H -0.79 -2.69 2.53
H 0.78 -0.09 3.12
P 0.84 0.81 -2.28
C 2.44 1.62 -1.91
C 1.37 -0.45 -3.50
H -0.94 1.72 -3.61
H 0.64 2.15 -4.34
H 0.06 3.06 -2.90
C 0.08 2.07 -3.39
H 0.48 -0.98 -3.86
H 1.90 0.02 -4.34
H 3.10 1.64 -2.79
H 2.94 1.05 -1.13
H 2.02 -1.21 -3.03
H 2.25 2.64 -1.53
C 1.00 0.87 0.77
O 2.01 1.27 1.19
Cl -2.13 1.09 -0.79
*
```

DFT (the ωB97M-V functional and the def2-TZVPD basis) results for a molecular structure, C8H21F6NO4PTi in a non-equilibrium geometry.

Energy relative to the best compared isomer or geometry (same formula, charge and spin) (eV): 0.826

The geometry in ORCA input format:
```
! RIJCOSX wB97M-V def2-TZVPD def2/J DEFGRID3
* xyz 0 4
Ti 0.34 -0.57 0.21
P 0.82 1.64 3.69
F 0.98 2.87 4.87
F 2.02 0.86 4.57
F -0.25 0.89 4.60
F 0.65 0.46 2.58
F -0.43 2.44 3.07
F 1.96 2.31 2.71
C -1.81 -1.85 -2.28
O -1.35 -0.69 -1.45
C -2.19 0.50 -1.58
C -2.28 1.16 -0.20
N -0.97 1.51 0.43
C -0.16 2.59 -0.17
C 0.78 2.24 -1.33
O 1.46 1.01 -1.12
C 2.71 0.86 -1.75
H -1.12 -2.69 -2.32
H -1.93 -1.48 -3.30
H -2.73 -2.32 -1.91
H -3.20 0.22 -1.89
H -1.73 1.19 -2.28
H -2.90 0.49 0.40
H -2.81 2.11 -0.26
H -1.08 1.78 1.39
H 0.45 2.94 0.67
H -0.69 3.50 -0.43
H 1.51 3.05 -1.31
H 0.20 2.08 -2.25
H 2.52 0.48 -2.76
H 3.32 0.05 -1.36
H 3.36 1.73 -1.69
C 0.03 -3.36 0.92
C 1.03 -3.41 -0.31
O 1.59 -2.13 -0.76
O -0.90 -2.24 1.01
H 0.69 -3.32 1.78
H -0.59 -4.25 0.89
H 0.40 -3.91 -1.05
H 1.86 -4.09 -0.11
H 2.01 -2.30 -1.61
H -1.56 -2.33 1.69
*
```

DFT (the ωB97M-V functional and the def2-TZVPD basis) results for a molecular structure, C8H21KNO3.

Energy relative to the best compared isomer or geometry (same formula, charge and spin) (eV): 0.000

The geometry in ORCA input format:
```
! RIJCOSX wB97M-V def2-TZVPD def2/J DEFGRID3
* xyz 1 1
K -0.90 0.43 -0.22
C -2.48 -2.86 1.02
O -1.22 -2.33 0.65
C -0.38 -3.35 0.13
C 0.96 -2.77 -0.26
N 0.83 -1.67 -1.21
C 2.14 -1.13 -1.56
C 2.04 0.11 -2.40
O 1.44 1.14 -1.63
C 1.21 2.33 -2.36
H -3.10 -2.05 1.39
H -2.38 -3.62 1.80
H -2.99 -3.32 0.16
H -0.87 -3.82 -0.73
H -0.25 -4.13 0.89
H 1.58 -3.59 -0.66
H 1.49 -2.42 0.62
H 0.44 -2.08 -2.06
H 2.73 -1.87 -2.14
H 2.68 -0.90 -0.64
H 1.44 -0.09 -3.30
H 3.04 0.43 -2.71
H 0.97 3.11 -1.65
H 0.40 2.21 -3.09
H 2.11 2.64 -2.91
C -1.93 3.32 3.14
C -0.99 3.56 1.98
O -0.13 2.43 1.73
H -2.61 2.49 2.93
H -2.51 4.21 3.37
H -1.35 3.07 4.03
H -0.37 4.44 2.18
H -1.53 3.73 1.05
H 0.47 2.37 2.48
*
```

DFT (the ωB97M-V functional and the def2-TZVPD basis) results for a molecular structure, C8H21NO11SZn in a non-equilibrium geometry.

The geometry in ORCA input format:
```
! RIJCOSX wB97M-V def2-TZVPD def2/J DEFGRID3
* xyz -1 2
Zn -0.12 0.30 0.39
S 0.02 0.68 -2.88
O -1.11 1.28 -3.54
O 1.12 1.64 -2.85
O -0.34 0.36 -1.47
O 0.50 -0.56 -3.50
O -1.82 1.57 1.06
C -2.76 0.48 1.15
C -2.31 -0.93 1.52
O -1.11 -1.47 0.91
H -3.24 0.50 0.17
H -3.51 0.70 1.91
H -3.09 -1.64 1.25
H -2.16 -1.02 2.60
C 1.27 3.65 -0.03
C 0.91 4.07 1.45
O -0.49 4.36 1.56
O 1.08 2.25 -0.36
H 2.33 3.89 -0.16
H 0.72 4.22 -0.78
H 1.57 4.88 1.76
H 1.12 3.24 2.12
H -0.95 3.54 1.35
H 1.07 2.09 -1.31
C 1.87 -0.44 2.22
C 2.51 -0.65 0.80
O 1.55 -0.85 -0.24
O 0.92 0.62 2.15
H 2.70 -0.29 2.91
H 1.31 -1.34 2.47
H 3.05 -1.59 0.76
H 3.20 0.15 0.54
H 1.98 -0.98 -1.09
H 0.80 1.01 3.02
O -0.77 -3.78 -3.56
C -0.83 -3.62 -2.33
N -0.39 -2.56 -1.74
C -1.42 -4.69 -1.44
H 0.06 -1.87 -2.32
H -0.67 -2.29 -0.81
H -2.42 -4.96 -1.78
H -1.44 -4.41 -0.39
H -0.73 -5.53 -1.49
*
```

For each record above, in turn, the calculated energy values are -870.05112 -1872.67918 -602.23626 -4299.52857 -2682.13114 -2463.20402 -1197.62995 -3377.31559 hartree.